Here is a structure of composition C47H51BCsGeN6S5Sb2Se in a non-equilibrium geometry from the Open Molecules 2025 dataset. Energies are from ωB97M-V with the def2-TZVPD basis set.

Cartesian coordinates (Å):
H 5.06570 -1.19770 2.92900
C -4.24230 0.05980 -4.54190
C 2.71140 2.00110 4.08440
C -2.45260 6.49840 -0.35670
S -6.98410 -3.77100 2.73420
Ge -1.37370 2.23220 -2.30620
H 2.42650 1.17260 -2.07260
S -1.47450 -2.14370 1.96070
C -3.05880 5.32470 0.06630
H 2.47760 2.78390 3.37020
C 1.29810 -4.36350 3.74330
N 1.75140 -0.76830 -2.46600
H 3.74440 2.11560 4.41160
H -0.59200 -2.97610 -5.39350
H 1.38770 -5.32860 4.24690
C -2.20140 -3.09840 -3.85520
C -4.26780 2.41620 -3.10740
H -1.06360 3.20810 6.56400
C -1.40430 -5.52470 -0.12180
H -0.74170 2.42120 0.54060
H -1.09150 7.37110 -1.76290
N -0.69900 -3.20010 -2.20460
C 1.51220 -4.00320 1.29680
N -0.05420 -3.09690 -3.35970
C -1.87250 4.06970 -1.63360
C -0.20700 2.72110 -3.86920
C 0.13100 1.69110 7.47680
C -1.56750 6.45950 -1.42140
H -2.16930 -0.03800 -4.03430
C 0.22840 3.77990 4.37590
H 0.70530 2.35360 1.57710
H 2.91250 3.99230 -4.32290
C -3.94250 -1.06630 1.46350
C 2.09200 1.07770 6.26820
H -1.45560 0.83360 4.68850
S -3.41760 0.36960 0.76750
H -0.16810 4.65910 4.88340
C -3.08800 0.53150 -3.94560
Cs -0.67810 -0.64350 -0.87000
H -1.45670 -5.41690 -1.19130
H 0.17820 2.45840 -7.22960
C -0.18940 2.91670 1.32930
H 1.03030 4.09360 3.71540
Se 3.12970 -3.19880 1.31170
H 3.24970 -1.68580 -5.14470
H -3.21710 3.21030 -0.21260
C 0.64710 2.77330 5.36540
H -6.33830 0.39660 -4.86470
H -0.15070 0.69850 3.49860
Sb -1.44700 3.04080 3.07540
H 0.92880 -3.88580 -0.72020
H 4.70730 -0.81590 4.61720
N 0.91210 -4.55220 2.37920
H -1.15760 -5.93900 3.77070
C -0.16680 2.60300 6.48660
C -1.99520 -3.19990 -2.48160
H 3.74930 0.17140 0.50720
H -0.61480 5.24040 -2.89730
H -1.44570 1.98940 -5.44230
H -6.35860 2.49830 -3.55940
H 1.93120 -3.71030 -2.53850
C -1.29300 5.25930 -2.05440
C 1.79710 1.97700 5.24470
H 5.32560 0.44940 3.53780
C 1.27870 0.92390 7.37080
C 0.42200 2.69960 -6.20190
C -2.39200 -6.16720 0.60470
H 1.53110 0.20170 8.13590
C 4.69190 -0.43210 3.60060
H 3.87030 0.85840 -4.36370
H 2.98680 0.47570 6.17800
H -4.21890 -0.86470 -5.10670
C -3.14950 -2.09290 1.93450
H 2.25950 -3.85400 3.76020
C -1.18820 0.98320 3.64770
H 4.14600 1.67600 1.36500
H -3.13350 -3.07580 -4.38790
C 1.64870 3.26720 -5.89790
C -1.22730 -5.82690 2.69920
H -3.76160 5.33730 0.89250
H -0.52740 1.57080 8.32710
B 1.48500 -3.09260 -3.46740
C -0.92250 -3.03320 -4.37240
H 2.54350 1.44650 0.63080
H 1.78100 -3.56660 -4.52810
C 2.89710 -1.12450 -4.30020
C -5.42700 0.76600 -4.40850
H -1.82610 0.36370 3.03170
C 3.36170 0.95560 1.14610
H -2.73150 -3.30690 -1.69910
C -3.07290 1.72260 -3.22980
H 1.27760 3.48790 -2.54910
H 0.07490 3.91190 0.98180
Sb 2.65950 0.05850 2.98520
C -0.49000 2.43360 -5.19540
C 1.03450 3.27860 -3.58480
C 2.46630 0.31960 -2.72460
C -5.63600 -2.91180 2.33880
C -2.75930 4.12980 -0.56130
C -0.33810 -4.99540 0.58430
H -3.10960 -6.80110 2.52130
C -2.30880 -6.31340 1.98710
C 3.21600 0.15340 -3.88640
H -4.28350 3.33860 -2.54270
C -5.43540 1.94500 -3.68240
N 0.77560 -4.28610 0.20570
H -3.26000 -6.55840 0.09340
H 2.36600 3.47310 -6.68390
H -2.67770 7.43800 0.13410
C 1.95190 3.55880 -4.57820
S -4.02160 -3.48930 2.58950
H 0.55830 -3.74270 4.25300
C -0.25210 -5.16040 1.97760
N 2.02280 -1.64450 -3.43090
S -5.68670 -1.33360 1.62840

* gap between HOMO and LUMO (spin up / spin down): 5.34 / 4.48 eV
* molar mass: 1399.11 g/mol
* lowest unoccupied orbital energy (spin up / spin down): 3.6 / 2.7 eV
* ΔE to the lowest compared entry with this formula, charge and spin: 20.3 kcal/mol
* total charge: -2
* expectation value of S²: 0.771
* multiplicity: 2